No. 1
The following is a DFT calculation (ωB97M-V/def2-TZVPD) of C23H36N3O2PSn as an isolated structure.

Geometry as ORCA input:
```
! RIJCOSX wB97M-V def2-TZVPD def2/J DEFGRID3
* xyz 4 1
N 1.42979 1.77424 -1.24727
C 1.28966 2.93123 -1.17429
C 1.22586 4.35353 -1.04263
H 0.17897 4.69086 -1.07650
H 1.78451 4.82050 -1.86046
H 1.66972 4.63780 -0.07762
N 2.89783 -2.10742 -1.50318
C 3.88146 -2.70589 -1.65336
C 5.08531 -3.46473 -1.76934
H 5.74362 -3.00573 -2.51758
H 4.84080 -4.48852 -2.07917
H 5.58751 -3.47931 -0.79282
N -1.23320 -2.10735 -1.25371
C -2.31860 -2.51901 -1.18385
C -3.63034 -3.08153 -1.04694
H -3.59547 -3.86704 -0.28140
H -3.94756 -3.50797 -2.00380
H -4.33997 -2.30000 -0.74018
Sn 0.93726 -0.74062 -1.60458
C 0.97710 -2.60806 0.71461
O 1.14970 -3.66190 1.10590
C 2.83192 -0.15555 0.62058
O 3.77841 0.22437 1.13272
C 1.41972 0.60252 -4.02925
C 0.02421 0.67624 -3.91612
C -0.74168 -0.50366 -3.91136
C -0.10664 -1.74922 -4.02743
C 1.28857 -1.81929 -4.14570
C 2.05206 -0.64491 -4.14726
H 2.01945 1.51720 -4.04379
H -0.47789 1.64378 -3.85360
H -1.82804 -0.44080 -3.83577
H -0.69864 -2.66844 -4.04125
H 1.77074 -2.79935 -4.26133
H 3.14277 -0.68765 -4.26590
C -0.51366 -1.61478 3.68154
C -1.40059 -0.54672 3.00137
C -1.88607 0.43162 4.07413
P -0.63109 0.15948 1.48537
C -2.18671 0.72584 0.51485
C -3.26582 1.41420 1.33607
C -1.91845 1.50569 -0.76471
C 0.45924 1.58830 2.14489
C -0.31209 2.87313 2.44860
C 1.33105 1.15558 3.32123
H 0.41792 -1.18167 4.07221
H -0.25065 -2.43028 2.99607
H -1.06298 -2.04572 4.53701
H -2.27407 -1.09644 2.60913
H -1.05540 0.90228 4.61025
H -2.54766 1.21611 3.70676
H -2.46887 -0.13808 4.81209
H -2.58723 -0.25938 0.22051
H -2.92581 2.34840 1.79498
H -4.07796 1.67291 0.64783
H -3.67883 0.75832 2.10474
H -1.31428 0.93733 -1.47901
H -2.89129 1.70124 -1.23453
H -1.42934 2.47249 -0.58976
H 1.10491 1.80833 1.27787
H -1.03388 2.75092 3.26940
H 0.42744 3.62179 2.77055
H -0.82442 3.28009 1.56459
H 2.09633 1.92595 3.46738
H 0.75446 1.09288 4.24993
H 1.85684 0.21191 3.16229
*
```

Properties
E_LUMO (alpha / beta), eV: -17.099 / -17.105

=====

No. 2
The following is a DFT calculation (ωB97M-V/def2-TZVPD) of C3H7BrO4S2 as an isolated structure.

Geometry as ORCA input:
```
! RIJCOSX wB97M-V def2-TZVPD def2/J DEFGRID3
* xyz 0 1
C -1.36942 -0.99898 1.34105
C 1.14885 1.91803 -1.44557
C -0.69668 -2.06410 -1.46771
O 1.11600 -1.45384 0.29831
O -0.49875 0.37206 -0.58199
O -0.16102 0.18284 -3.02242
O -1.39198 2.10638 -2.06624
S -0.23007 -1.13859 -0.07832
S -0.37500 1.15125 -2.01572
Br -2.58698 -1.71508 -1.62197
H -1.95166 -0.14872 1.00908
H -2.12990 -1.83793 1.25653
H -0.99149 -0.96706 2.35759
H 1.23450 2.72147 -2.06639
H 0.89686 2.23619 -0.43864
H 1.90309 1.24213 -1.44711
H -0.39602 -3.10387 -1.33316
*
```

Properties
E_LUMO, eV: 0.390
Energy relative to the best compared isomer or geometry (same formula, charge and spin), kJ/mol: 82.8

=====

no.,strongest force on any atom (eV/Å),electronic energy (eV)
1,5.58,-48074.73988
2,3.76,-103122.81196